No. 1
{"formula": "C18H23FeO5", "method": "ωB97M-V with the def2-TZVPD basis set", "symbols": ["C", "H", "H", "C", "H", "C", "H", "C", "C", "C", "Fe", "H", "H", "C", "C", "H", "H", "H", "H", "C", "C", "C", "H", "C", "C", "C", "H", "C", "O", "H", "H", "C", "C", "O", "H", "O", "H", "H", "O", "H", "H", "O", "H", "H", "H", "C", "H"], "positions_angstrom": [[-1.091798, 2.123457, -1.017139], [-3.736387, 1.930322, 0.419567], [-0.253821, -1.236067, 2.946748], [-1.303599, 0.626064, -1.036613], [3.120900, 0.496496, 1.789006], [0.610214, -1.549054, -1.043340], [-1.852458, 2.674829, -1.584920], [0.210852, 2.831047, 1.131512], [-2.709805, 0.273031, -0.595204], [-1.826064, 1.500023, 1.330109], [0.337113, 0.309871, 0.138530], [3.917836, -0.715785, -1.529374], [4.149733, -0.251518, 0.571679], [0.246527, 2.331342, -1.679398], [0.959034, -1.428787, 1.205629], [-2.792022, -0.796647, -0.424861], [-3.387263, 0.510459, -1.424974], [0.895328, -2.589766, 3.012957], [0.486843, -2.678922, -2.859835], [0.754813, -1.555386, 2.679305], [1.923176, -1.060136, -0.821223], [2.891522, -0.698942, -1.897995], [-1.858963, -2.673395, -0.376584], [2.119596, -0.950596, 0.569567], [0.025802, -1.803452, -2.393340], [0.030244, -1.821029, 0.209603], [-1.035692, 0.170520, -1.981801], [-1.151034, 2.596288, 0.479312], [0.467607, 3.871675, 1.717065], [-2.025647, 1.923926, 2.323237], [-1.869601, -1.767869, 1.152901], [-1.287510, -2.444686, 0.523188], [-3.119227, 1.058115, 0.662508], [0.521198, 3.275709, -2.401086], [2.818853, -1.399787, -2.733300], [1.021070, 1.805592, 1.061567], [-1.727138, 3.516602, 0.561396], [3.691997, -1.166195, 2.013621], [-0.991394, 0.383284, 1.454011], [1.457113, -0.922693, 3.222597], [-1.145586, -3.376617, 1.078638], [1.031131, 1.321180, -1.412439], [2.678869, 0.306237, -2.266449], [-3.690976, 0.424332, 1.345506], [0.197824, -0.950456, -3.054230], [3.339282, -0.443177, 1.273809], [-1.048490, -1.979440, -2.339462]], "atomic_forces_ev_per_a": [[-0.46, 0.37, 0.13], [-0.02, -0.05, -0.03], [0.05, 0.03, -0.04], [0.21, 0.42, 0.47], [-0.04, -0.02, -0.05], [-0.26, -0.08, -0.14], [-0.05, -0.02, 0.05], [0.43, -0.40, 0.05], [0.04, -0.09, -0.02], [0.02, -0.12, 0.03], [0.39, -2.18, -2.15], [-0.02, -0.04, 0.01], [-0.01, 0.01, 0.00], [0.31, -0.09, -0.07], [0.01, 0.09, 0.84], [-0.13, 0.03, -0.03], [-0.02, 0.00, -0.04], [0.01, 0.01, -0.02], [0.02, -0.02, 0.02], [-0.04, -0.06, 0.04], [0.32, 0.45, 0.12], [0.04, -0.03, 0.04], [0.04, -0.03, 0.02], [0.60, -0.04, 0.04], [0.07, -0.12, -0.07], [-0.36, -0.08, 0.20], [-0.19, 0.25, -0.07], [0.00, 0.06, -0.01], [-0.02, -0.02, -0.01], [0.00, -0.02, 0.04], [0.06, -0.01, 0.00], [-0.02, -0.14, 0.01], [0.01, 0.00, -0.10], [0.03, -0.10, -0.01], [-0.01, 0.00, 0.02], [-0.15, 0.61, 0.33], [0.06, 0.09, -0.02], [0.00, 0.00, -0.01], [-0.63, 0.57, 0.47], [-0.02, 0.00, -0.02], [0.05, -0.01, -0.04], [-0.29, 0.66, 0.00], [-0.04, 0.00, -0.01], [-0.01, 0.03, 0.00], [0.03, -0.04, 0.01], [-0.05, 0.09, 0.01], [0.02, -0.01, 0.00]], "nbo_charge": [-0.387, 0.190, 0.251, -0.165, 0.254, -0.035, 0.209, 0.801, -0.448, 0.113, 0.882, 0.208, 0.213, 0.805, -0.037, 0.203, 0.195, 0.198, 0.213, -0.634, 0.045, -0.652, 0.207, -0.075, -0.640, -0.002, 0.198, -0.347, -0.667, 0.174, 0.256, -0.642, -0.420, -0.661, 0.204, -0.695, 0.225, 0.204, -0.754, 0.223, 0.210, -0.719, 0.280, 0.197, 0.233, -0.630, 0.217], "max_force_ha_per_bohr": 0.0599, "homo_energy_ev": -4.815, "total_charge": -1, "orbital_gap_ha": 0.28316, "lumo_energy_ha": 0.1062}


No. 2
{"formula": "C3H7NO2S", "method": "ωB97M-V with the def2-TZVPD basis set", "symbols": ["O", "H", "H", "H", "H", "H", "O", "N", "H", "H", "C", "C", "S", "C"], "positions_angstrom": [[1.411298, -0.445389, 2.091345], [-0.061175, -1.449542, -1.032194], [-1.354272, 0.478542, -3.378457], [-1.495357, 0.565569, 0.260129], [2.509045, 1.504460, 2.165241], [0.859388, 0.741818, -0.823841], [2.132356, 1.492740, 1.274690], [0.884154, 0.101664, -0.050704], [-2.416797, -0.804417, 0.130235], [-0.224257, -1.470605, 0.830732], [1.447037, 0.336822, 1.161360], [-0.162276, -0.924207, -0.101145], [-1.961028, 0.210512, -2.152569], [-1.568115, -0.337967, -0.374822]], "atomic_forces_ev_per_a": [[-0.34, 0.09, -0.14], [0.99, -1.41, 0.20], [1.43, -0.70, 1.75], [-0.43, 0.36, -0.82], [-0.07, -0.16, -0.07], [0.37, 0.53, 0.27], [-0.14, 0.33, -0.74], [-1.00, -0.70, 0.41], [-0.12, -0.79, -1.32], [0.56, -0.38, -0.18], [0.62, -0.24, 0.70], [-1.21, 0.44, -1.41], [-3.14, 0.28, -0.05], [2.47, 2.35, 1.38]], "nbo_charge": [-0.663, 0.203, 0.219, 0.216, 0.504, 0.411, -0.689, -0.639, 0.253, 0.254, 0.878, -0.248, -0.260, -0.441], "max_force_ha_per_bohr": 0.0715, "homo_energy_ev": -9.333, "smiles": "O=C(O)NCCS", "orbital_gap_ha": 0.33904, "lumo_energy_ha": -0.0039}